Formula: C5H16NO2
Source: OMol25
Level of theory: the ωB97M-V functional and the def2-TZVPD basis

Properties
molar mass = 122.19 g mol⁻¹
total charge = +1
HOMO energy = -13.74 eV
energy = -11022.549 eV

Element x y z (Å)
C -2.06677 -1.03393 -1.98368
C -0.96137 -0.01365 -1.66434
C 0.43573 -0.61741 -1.82213
C 1.53374 -0.16874 -0.90330
C 2.17242 -0.86815 0.01311
N -1.21142 0.66869 -0.32546
H -2.72914 -1.28347 -1.15067
H -2.77014 -0.66046 -2.72750
H -1.60766 -1.93422 -2.35388
H -1.10937 0.77591 -2.38429
H 0.74613 -0.56191 -2.86421
H 0.33527 -1.69275 -1.63592
H 1.75691 0.89134 -0.96951
H 2.96646 -0.43383 0.57873
H 2.21633 -1.93815 0.17976
H -2.09923 0.41045 0.10449
H -1.25642 1.67651 -0.46550
H -0.47331 0.47527 0.36674
H -1.80910 1.44858 2.83295
H -0.58440 0.71332 3.23547
O -1.03588 1.02252 2.43998
H 2.29918 0.85039 2.21826
H 1.81293 0.96334 3.59985
O 1.64394 0.45071 2.79886